# 1
DFT (wB97M-V/def2-TZVPD) results for a 2-piece molecular cluster, C12H12 overall at a distorted geometry.

Geometry as XYZ:
```
24
Properties=species:S:1:pos:R:3:forces:R:3:mulliken_charge:R:1
C -1.39406 -0.64087 -1.90646 0.140 0.170 -0.625 -0.54
C -0.66225 -1.00364 -0.79324 1.179 1.582 1.383 -0.33
C -1.43580 0.72281 -2.31410 -0.529 -0.226 1.009 0.19
C 0.00000 0.00000 0.00000 -1.339 0.130 -0.897 -0.36
C -0.84231 1.72141 -1.52898 0.791 -0.854 0.305 -0.27
C -0.09649 1.38520 -0.35100 -0.394 -1.204 -0.825 -0.47
H -1.88355 -1.44731 -2.46830 0.074 0.620 0.023 0.32
H -0.49712 -2.01081 -0.38834 -0.572 0.226 -0.718 0.32
H -2.05769 1.06558 -3.15157 0.431 -0.553 0.354 0.11
H 0.40429 -0.45823 0.91224 0.395 1.049 -0.285 0.30
H -0.90824 2.75258 -1.90038 0.069 -0.395 0.453 0.36
H 0.40145 2.20211 0.18783 -0.265 -0.625 0.007 0.34
C -1.80949 2.36216 -7.99882 -0.451 0.795 1.275 -0.29
C -3.01185 3.03629 -7.61457 0.094 -0.998 -2.280 -0.45
C -1.00528 1.83929 -6.95505 -0.745 0.044 -1.515 -0.51
C -3.54593 2.87113 -6.37495 -0.029 1.056 1.466 -0.57
C -1.48117 1.85874 -5.64911 -0.275 -0.459 0.507 0.03
C -2.75474 2.37832 -5.35756 0.094 -1.312 0.318 -0.01
H -1.54111 2.22027 -9.05402 0.016 0.429 0.570 0.34
H -3.69144 3.54014 -8.31449 0.683 -0.386 -0.261 0.31
H -0.07347 1.33584 -7.24465 -0.397 0.195 0.435 0.34
H -4.55229 3.22826 -6.11943 0.463 -0.062 -0.320 0.31
H -0.92775 1.28211 -4.89622 -0.125 0.659 -0.209 0.18
H -3.26476 2.23304 -4.39611 0.692 0.120 -0.169 0.33
```
Positions in Å, forces in eV/Å.

For the lowest unoccupied orbital energy, the calculation gives 0.0358 Ha. The value obtained for the energy above the lowest of the compared OMol25 structures with the same formula, charge and spin is 131.6 kJ/mol. The structure (SMILES) is c1ccccc1.c1ccccc1. As for the multiplicity: 1. The calculation puts the max |F| at 0.0484 hartree/bohr. The calculation puts the highest occupied orbital energy at -9.24 eV. The value obtained for the gap between HOMO and LUMO is 10.2128 eV.

# 2
DFT (wB97M-V/def2-TZVPD) results for one molecule with the formula C4H4F2S at a distorted geometry.

Geometry as XYZ:
```
11
Properties=species:S:1:pos:R:3:forces:R:3:mulliken_charge:R:1
C -0.74012 -0.40826 -0.30918 0.524 0.084 0.919 0.98
C -0.55492 0.58915 0.90255 0.355 -0.241 -1.714 -0.75
C 1.44359 0.38961 -0.72517 -0.667 -0.977 -0.529 -0.10
C 0.39407 -0.31300 -1.26397 2.154 2.855 2.490 -0.88
H -0.84682 0.10208 1.79274 -0.284 -0.672 0.930 0.36
H -1.15127 1.49649 0.81148 0.154 -0.015 -0.374 0.36
H 2.45526 0.54679 -1.17637 -1.159 -0.281 0.396 0.33
H 0.46661 -0.85786 -2.14280 -0.193 -0.769 -1.558 0.40
F -1.95611 -0.32131 -0.87783 -0.507 0.485 -0.236 -0.30
F -0.69519 -1.68050 0.19578 -0.154 -0.626 0.482 -0.28
S 1.23014 0.94899 0.95175 -0.223 0.157 -0.805 -0.12
```
Positions in Å, forces in eV/Å.

For the lowest unoccupied orbital energy, the calculation gives 0.0304 Ha. The value obtained for the energy above the lowest of the compared OMol25 structures with the same formula, charge and spin is 20.5 kJ/mol. The structure (SMILES) is FC1(F)C=CSC1. As for the multiplicity: 1. The calculation puts the max |F| at 0.0847 hartree/bohr. The calculation puts the highest occupied orbital energy at -8.81 eV. The value obtained for the gap between HOMO and LUMO is 9.6409 eV.

# 3
DFT (wB97M-V/def2-TZVPD) results for a 3-piece molecular cluster, C6H20N4 overall at a distorted geometry.

Geometry as XYZ:
```
30
Properties=species:S:1:pos:R:3:forces:R:3:mulliken_charge:R:1
C 8.88843 2.29307 1.07551 -2.671 4.415 -0.024 -0.60
C -6.02352 -0.66829 -1.56657 -1.637 1.795 -2.929 -0.79
C -5.27707 1.58775 -0.81910 -2.747 1.038 2.821 -0.99
C -4.30936 -1.68100 0.66737 0.741 0.194 1.847 -1.24
C -5.67690 0.08200 1.51204 1.627 -1.148 1.947 -1.02
C 9.59244 -1.04085 -1.22421 -0.636 -0.481 0.709 0.16
N 9.37411 -1.96881 -0.39183 -0.064 -1.193 -0.856 -0.21
N 9.20656 1.05736 0.65478 1.956 -2.266 -1.504 -0.38
N -5.01493 0.11273 -0.84046 1.485 2.215 -0.157 0.23
N -4.69845 -0.28263 0.52281 1.781 -0.037 -1.281 -0.30
H 7.79508 2.66705 1.28256 1.568 -1.619 0.563 0.27
H 9.61966 2.54428 1.86689 -0.361 0.243 0.033 0.28
H 9.03945 3.12028 0.31284 0.921 -1.048 0.245 0.27
H -7.08495 -0.29743 -1.45971 1.332 -0.240 0.678 0.29
H -5.90301 -0.60954 -2.70087 0.431 0.019 1.541 0.36
H -5.92493 -1.64923 -1.27531 0.025 -2.245 0.551 0.39
H -4.88203 2.03115 0.12077 0.300 -0.359 -1.087 0.41
H -5.04717 2.07906 -1.68486 2.027 0.789 -2.335 0.39
H -6.33840 1.94679 -0.85465 0.207 -1.442 0.675 0.36
H -5.03091 -2.44734 0.57547 -1.784 -0.456 -0.118 0.53
H -3.56143 -2.01506 0.03588 1.783 0.064 -1.740 0.43
H -3.85366 -1.89402 1.67498 -0.561 0.906 -0.739 0.39
H -5.13261 0.49581 2.41649 -0.632 -0.380 -1.022 0.28
H -6.39970 0.78849 1.21300 -1.081 0.298 -0.392 0.46
H -5.94610 -0.94304 1.72773 -2.028 0.485 1.208 0.39
H 9.48011 -1.04434 -2.30049 0.266 -0.058 -0.211 0.34
H 9.16065 -3.00884 -0.58490 0.329 1.917 -0.147 0.32
H 9.43037 -1.76805 0.59434 0.266 0.179 0.606 0.31
H 8.59160 0.28922 0.77760 -1.509 -0.094 0.589 0.24
H -4.07334 0.22343 -1.32809 -1.333 -1.493 0.533 0.44
```
Positions in Å, forces in eV/Å.

The charge is +2. For the lowest unoccupied orbital energy (alpha / beta), the calculation gives -0.2976 / -0.2461 Ha. The value obtained for the energy above the lowest of the compared OMol25 structures with the same formula, charge and spin is 505.9 kJ/mol. As for the multiplicity: 1. The calculation puts the max |F| at 0.1004 hartree/bohr. The calculation puts the highest occupied orbital energy (alpha / beta) at -14.76 / -14.80 eV. The value obtained for the gap between HOMO and LUMO (alpha / beta) is 6.6604 / 8.1008 eV.

# 4
DFT (wB97M-V/def2-TZVPD) results for C4H8BF7O6S2Sn as an isolated structure at a distorted geometry.

Geometry as XYZ:
```
29
Properties=species:S:1:pos:R:3:forces:R:3:mulliken_charge:R:1
Sn 1.78702 -1.62586 0.57243 -0.672 0.700 -2.349 1.64
C 0.85364 -4.94056 -3.04323 1.285 -0.169 1.039 0.61
F -0.17949 -4.11242 -2.98555 -0.148 -0.029 -0.375 -0.21
F 0.69193 -5.85997 -2.07418 -0.164 -0.109 -0.132 -0.24
F 0.95635 -5.55258 -4.20688 -0.530 0.059 -0.147 -0.20
S 2.44365 -4.01629 -2.75899 1.637 0.740 -2.923 1.09
O 3.58897 -4.87561 -2.90864 -0.832 -0.776 1.132 -0.61
O 2.42568 -3.03845 -3.81974 -0.924 0.363 0.867 -0.66
O 2.29131 -3.48409 -1.38175 -0.722 1.403 2.395 -0.59
B 0.17735 1.21141 -1.64207 -1.215 0.473 -1.404 0.52
F 0.45053 1.10494 -2.99181 0.396 0.192 0.539 -0.33
F 1.24920 0.61679 -0.87144 1.093 -1.844 1.246 -0.33
F 0.07311 2.51331 -1.17273 0.219 0.232 0.024 -0.37
F -1.02006 0.53598 -1.38366 0.132 -0.465 0.559 -0.43
O -0.19502 0.81205 4.43366 0.473 -0.353 -0.062 -0.59
S -0.04004 1.19499 3.07560 -1.038 1.651 -0.305 1.04
O 0.44773 0.26403 2.07333 0.807 -1.112 -0.323 -0.44
O -1.48233 1.65655 2.62820 0.415 -0.524 0.504 -0.38
C -1.73777 2.11720 1.28053 0.496 0.821 -1.128 0.43
C -3.23608 2.20355 1.04715 0.135 0.103 -0.180 -1.27
C 0.88003 2.74358 2.91408 -1.224 -0.458 -0.247 -0.99
H -1.18288 1.53482 0.54791 -0.421 -0.505 0.269 -0.05
H -1.30225 3.11426 1.15692 -0.005 0.020 0.316 0.26
H -3.51136 1.93933 0.02671 0.266 -0.374 0.025 0.36
H -3.56506 3.23852 1.12997 -0.152 -0.090 0.500 0.30
H -3.74810 1.54978 1.75001 -0.200 0.105 -0.060 0.34
H 0.06247 3.46128 2.98541 0.225 0.233 0.227 0.35
H 1.24332 2.79752 1.89041 0.438 -0.044 0.153 0.35
H 1.57816 2.89593 3.72832 0.230 -0.243 -0.161 0.39
```
Positions in Å, forces in eV/Å.

For the lowest unoccupied orbital energy, the calculation gives -0.1714 Ha. As for the multiplicity: 1. The calculation puts the max |F| at 0.0667 hartree/bohr. The calculation puts the highest occupied orbital energy at -9.87 eV. The value obtained for the gap between HOMO and LUMO is 5.2085 eV.

| no. | energy (eV) |
| --- | --- |
| 1 | -12637.564 |
| 2 | -20482.516 |
| 3 | -12483.127 |
| 4 | -63765.958 |